This record from the Open Molecules 2025 dataset describes a molecular structure, C35H55InNO4PS. The level of theory is ωB97M-V/def2-TZVPD.

Highest occupied orbital energy   -7.66 eV
Net charge   0
E_tot   -72171.9226 eV
Multiplicity   1
LUMO energy   -0.0168 Ha
Energy above the lowest of the compared OMol25 structures with the same formula, charge and spin   5.12 kcal per mole
Kohn-Sham gap   0.265 Eh

Last column: Löwdin charge in e.
Atoms and positions in Å:
In -0.0503 0.1988 0.4816  0.76
C -0.1907 -1.7135 1.4670  -0.20
C 1.0807 -1.6629 2.2142  -0.17
C 2.0349 -2.2765 1.4011  -0.11
C 1.3663 -2.7844 0.2226  -0.01
C 0.0303 -2.5084 0.2468  -0.24
C -1.0681 -3.1405 -0.6007  -0.54
C -1.1835 -4.6057 -0.1516  -0.04
C -0.7439 -3.0971 -2.0964  -0.04
C -2.4197 -2.4541 -0.3931  -0.05
C 3.5667 -2.3766 1.4961  -0.52
C 4.1290 -3.1936 0.3231  -0.07
C 4.1832 -0.9724 1.3722  -0.05
C 4.0572 -3.0790 2.7700  -0.05
C 1.0520 -1.2301 3.6896  -0.52
C 1.0249 -2.5068 4.5507  -0.03
C 2.1998 -0.3189 4.1422  -0.05
C -0.2411 -0.4610 4.0064  -0.06
H -1.1558 -1.7376 1.9644  0.09
H 1.8522 -3.3634 -0.5497  0.11
H -0.2553 -5.1426 -0.3563  0.09
H -1.9988 -5.1039 -0.6845  0.08
H -1.3808 -4.6717 0.9225  0.09
H 0.2860 -3.4057 -2.2918  0.08
H -0.8924 -2.0911 -2.4943  0.04
H -1.4115 -3.7687 -2.6434  0.09
H -2.7884 -2.5718 0.6306  0.09
H -3.1613 -2.8885 -1.0666  0.10
H -2.3597 -1.3888 -0.6347  0.05
H 3.8813 -2.7452 -0.6407  0.08
H 3.7659 -4.2247 0.3346  0.09
H 5.2178 -3.2214 0.4041  0.08
H 3.8950 -0.5206 0.4189  0.07
H 5.2760 -1.0352 1.3997  0.09
H 3.8575 -0.2998 2.1611  0.05
H 3.5947 -4.0651 2.8649  0.09
H 3.8512 -2.5201 3.6779  0.05
H 5.1402 -3.2192 2.7124  0.08
H 1.9169 -3.1111 4.4058  0.06
H 0.1612 -3.1233 4.2851  0.09
H 0.9489 -2.2464 5.6117  0.09
H 3.1729 -0.7957 4.0827  0.06
H 2.0405 -0.0394 5.1876  0.09
H 2.2282 0.5944 3.5445  0.05
H -1.1302 -1.0911 3.9159  0.08
H -0.3584 0.4175 3.3667  0.06
H -0.2005 -0.1091 5.0393  0.09
C -3.2002 0.4917 1.7498  -0.01
C -2.5026 1.8179 1.8617  -0.31
C -3.2039 2.9605 2.3034  0.00
C -2.5832 4.1697 2.2773  0.01
C -1.2422 4.2792 1.8453  -0.15
C -0.5881 5.5271 1.7385  -0.04
C 0.7103 5.5644 1.3290  -0.07
C 1.4088 4.3713 1.0561  -0.10
C 0.8211 3.1337 1.1688  -0.56
S 1.8251 1.6983 0.9706  0.72
C -0.5614 3.0878 1.5225  -0.20
N -1.2318 1.8871 1.5246  0.06
H -4.2790 0.6263 1.6921  0.09
H -2.9793 -0.1344 2.6185  0.09
H -2.8800 -0.0382 0.8549  0.04
H -4.2303 2.8595 2.6308  0.12
H -3.1090 5.0676 2.5817  0.12
H -1.1322 6.4320 1.9816  0.11
H 1.2214 6.5131 1.2223  0.11
H 2.4492 4.4167 0.7603  0.10
C -3.6222 1.5424 -1.6139  -0.04
C -3.2186 2.3003 -2.8769  -0.62
C -3.4964 3.7806 -2.7013  -0.03
C -3.9343 1.7362 -4.0936  -0.02
O -1.7934 2.2126 -3.1300  -0.13
P -0.8715 0.9851 -2.7366  0.31
O -1.4138 -0.3428 -3.0947  -0.26
O -0.5386 1.1564 -1.2416  -0.33
O 0.4286 1.4557 -3.5195  -0.14
C 1.5195 0.6281 -4.0032  -0.62
C 1.0269 -0.3006 -5.1020  -0.03
C 2.1306 -0.1499 -2.8422  -0.03
C 2.5265 1.6223 -4.5484  -0.03
H -4.6895 1.6801 -1.4358  0.10
H -3.0662 1.9306 -0.7555  0.07
H -3.4122 0.4752 -1.7171  0.07
H -4.5505 3.9441 -2.4693  0.09
H -3.2445 4.3242 -3.6131  0.09
H -2.8859 4.1772 -1.8866  0.09
H -5.0166 1.7712 -3.9489  0.09
H -3.6293 0.6995 -4.2495  0.08
H -3.6774 2.3126 -4.9834  0.09
H 0.2303 -0.9454 -4.7293  0.07
H 1.8529 -0.9196 -5.4584  0.09
H 0.6384 0.2837 -5.9388  0.09
H 1.3885 -0.8058 -2.3914  0.06
H 2.4974 0.5420 -2.0791  0.08
H 2.9622 -0.7639 -3.1915  0.09
H 2.0828 2.2014 -5.3600  0.09
H 3.4043 1.0951 -4.9269  0.09
H 2.8380 2.3120 -3.7615  0.09